# 1
A molecular structure, C21H41HfO3P3 at a distorted geometry. Source: the OMol25 dataset; level of theory: the ωB97M-V functional and the def2-TZVPD basis.

Each line ends with the Löwdin charge.
Geometry (Å):
1 Hf -0.04 0.34 -1.78  1.3626
2 P -2.77 -2.14 0.13  0.9160
3 P 3.28 -0.41 0.05  0.8884
4 P -1.18 3.63 -0.50  0.8986
5 O -2.11 0.69 0.89  -0.0083
6 O 1.43 2.17 0.75  0.0685
7 O 0.07 -1.06 2.06  -0.2429
8 C 0.62 -1.25 -3.08  -0.1047
9 C -2.03 -3.74 -0.32  -0.1873
10 C -0.18 4.82 -1.47  -0.2392
11 C -1.70 -0.07 0.05  -0.2522
12 C -2.81 4.03 -1.25  -0.2347
13 C 0.56 -2.38 2.38  -0.1864
14 C -0.62 1.29 -3.58  -0.1337
15 C -1.30 4.53 1.09  -0.2023
16 C 1.14 -2.35 3.81  -0.1257
17 C -1.42 0.10 -3.42  -0.0963
18 C -4.14 -2.10 -1.06  -0.1925
19 C 1.10 1.34 -0.02  -0.1994
20 C 0.14 -0.20 3.23  -0.1690
21 C 0.80 1.17 -3.59  -0.0929
22 C 0.95 -0.92 4.31  -0.1247
23 C 1.42 -0.09 -3.31  -0.1036
24 C 4.55 0.63 -0.78  -0.2266
25 C -3.48 -2.35 1.76  -0.1728
26 C 3.84 -2.04 -0.57  -0.2364
27 C -0.79 -1.15 -3.16  -0.1140
28 C 3.84 -0.44 1.79  -0.1967
29 H 4.91 -2.18 -0.37  0.0883
30 H -3.75 -2.21 -2.08  0.0536
31 H 3.49 0.48 2.28  0.0593
32 H -2.02 4.00 1.72  0.0664
33 H 0.41 -0.90 5.26  0.1272
34 H 2.19 -2.66 3.81  0.1136
35 H -2.83 -4.49 -0.29  0.0968
36 H -4.68 -1.15 -0.99  0.0706
37 H 3.41 -1.29 2.33  0.0467
38 H -0.90 0.00 3.55  0.1269
39 H -3.59 3.56 -0.64  0.0628
40 H -0.62 5.83 -1.41  0.0891
41 H -1.40 -2.04 -3.04  0.1407
42 H 1.42 2.03 -3.87  0.1792
43 H -0.32 4.50 1.59  0.0613
44 H -4.00 -1.44 2.05  0.0790
45 H -2.96 5.12 -1.30  0.0895
46 H -2.50 0.15 -3.55  0.1694
47 H -1.23 -4.02 0.37  0.0534
48 H 0.85 4.83 -1.08  0.0584
49 H 5.56 0.21 -0.65  0.0886
50 H 4.33 0.69 -1.86  0.0425
51 H 0.60 -3.07 4.43  0.1284
52 H 1.32 -2.65 1.62  0.0984
53 H -1.10 2.26 -3.74  0.1491
54 H 2.51 -0.18 -3.29  0.1512
55 H -1.62 -3.70 -1.34  0.0460
56 H 4.94 -0.49 1.85  0.0932
57 H -1.61 5.57 0.96  0.0971
58 H -2.70 -2.55 2.51  0.0675
59 H 1.90 -0.41 4.47  0.1150
60 H 4.52 1.65 -0.37  0.0637
61 H -0.15 4.49 -2.52  0.0432
62 H -2.84 3.60 -2.26  0.0425
63 H -0.28 -3.10 2.29  0.0997
64 H 0.57 0.77 2.94  0.1029
65 H 1.08 -2.22 -2.93  0.1640
66 H -4.82 -2.93 -0.85  0.0963
67 H 3.25 -2.84 -0.09  0.0497
68 H -4.18 -3.19 1.74  0.0962
69 H 3.65 -2.09 -1.66  0.0410

The relative energy (zero: lowest compared OMol25 entry of this formula, charge and spin) comes out at 1.284 eV. The net charge is +4. The calculation puts the HOMO-LUMO gap (spin up / spin down) at 3.8 / 3.8 eV. The largest force on an atom comes out at 14.62 eV Å⁻¹. The spin multiplicity is 1.

---

# 2
A molecular structure, C21H41Li6O16P2 at a distorted geometry. Source: the OMol25 dataset; level of theory: the ωB97M-V functional and the def2-TZVPD basis.

Each line ends with the Löwdin charge.
Geometry (Å):
1 P 0.28 0.77 -0.27  -0.0402
2 P -3.49 0.18 0.30  -0.1466
3 O -0.40 2.12 -0.37  -0.5464
4 O -2.37 -2.18 -2.39  -0.2042
5 O -0.19 -0.03 0.98  -0.4182
6 O -5.01 0.06 0.22  -0.4392
7 O -2.12 3.99 1.45  -0.2065
8 O 1.47 4.15 -4.42  0.1374
9 O 1.11 2.09 -3.82  -0.0327
10 O -3.11 0.88 1.68  -0.5476
11 O 1.30 3.58 -2.32  -0.0733
12 O -1.52 -1.36 3.61  -0.1714
13 O 4.94 -1.38 1.75  -0.1256
14 O 2.06 -0.80 -3.71  -0.2128
15 O 1.77 1.16 -0.59  -0.4968
16 O -0.32 0.25 -1.60  -0.5483
17 O -3.04 1.16 -0.82  -0.5210
18 O -2.69 -1.10 0.34  -0.5246
19 C 4.64 -0.03 1.90  -0.2145
20 C -3.27 -3.28 -2.63  -0.1259
21 C 4.06 -1.90 -3.30  -0.1582
22 C 3.05 -1.16 3.23  -0.2246
23 C -0.46 -3.29 4.36  -0.1485
24 C 1.32 3.25 -3.50  -0.9145
25 C 2.01 -2.01 -4.60  -0.1189
26 C 3.99 -0.05 3.29  -0.1902
27 C 3.79 -2.09 2.33  -0.1676
28 C -2.22 -1.72 4.76  -0.1899
29 C -2.46 5.89 2.71  -0.1874
30 C 3.31 -2.74 -4.32  -0.1778
31 C 3.45 -0.52 -3.42  -0.1955
32 C -2.40 -1.30 -3.46  -0.2118
33 C -1.50 -2.90 5.36  -0.1887
34 C -0.94 4.70 1.27  -0.2031
35 C -3.00 4.45 2.53  -0.1079
36 C -1.50 6.15 1.58  -0.1536
37 C -3.62 -3.19 -4.18  -0.1643
38 C -0.24 -1.89 3.76  -0.2217
39 C -2.59 -2.24 -4.64  -0.1920
40 Li -1.50 1.66 -1.93  0.6904
41 Li -1.95 2.08 0.66  0.6093
42 Li 1.27 0.71 -2.40  0.6140
43 Li -1.79 -0.55 1.89  0.5993
44 Li 1.33 2.94 -0.50  0.6797
45 Li -1.27 -1.35 -0.83  0.6629
46 H -2.16 -3.71 5.63  0.1137
47 H 0.46 -1.34 4.39  0.1196
48 H 4.67 -0.18 4.13  0.1198
49 H -1.90 5.96 3.65  0.1027
50 H -1.73 -2.81 -4.99  0.1111
51 H 2.11 -0.80 2.83  0.0995
52 H 3.95 -2.38 -2.32  0.1159
53 H 3.16 -2.45 1.52  0.1210
54 H -0.52 4.66 0.27  0.1068
55 H 5.44 0.68 2.09  0.1175
56 H -2.60 -4.11 -2.40  0.1116
57 H 3.84 -2.87 -5.26  0.1061
58 H 3.87 0.10 -4.21  0.1267
59 H -3.59 -4.14 -4.73  0.1022
60 H -0.89 -4.01 3.67  0.1193
61 H -2.18 -0.89 5.47  0.1236
62 H -2.88 3.83 3.42  0.1209
63 H 1.83 -1.58 -5.59  0.1253
64 H 0.42 -3.81 4.75  0.1126
65 H -3.30 6.57 2.75  0.1037
66 H 3.56 0.03 -2.49  0.1135
67 H -2.92 -1.65 -5.50  0.1141
68 H -3.22 -1.82 4.36  0.1429
69 H 4.06 -2.90 3.00  0.1156
70 H 3.19 -3.73 -3.89  0.1064
71 H 2.86 -1.66 4.19  0.1142
72 H 3.48 0.91 3.31  0.1163
73 H -4.66 -2.89 -4.30  0.1094
74 H -2.14 6.53 0.79  0.1107
75 H 5.13 -1.85 -3.53  0.1107
76 H 1.22 -2.66 -4.22  0.1149
77 H -4.04 4.45 2.22  0.1276
78 H -4.14 -3.33 -1.97  0.1261
79 H 3.98 0.33 1.11  0.1140
80 H 0.27 -2.04 2.81  0.1114
81 H -0.66 6.84 1.72  0.1032
82 H -1.14 -2.46 6.29  0.1110
83 H -0.16 4.40 1.98  0.1210
84 H -3.17 -0.53 -3.40  0.1370
85 H -1.44 -0.80 -3.54  0.1082
86 H 1.77 4.91 -3.92  0.1114

The relative energy (zero: lowest compared OMol25 entry of this formula, charge and spin) comes out at 2.354 eV. The net charge is -1. The calculation puts the HOMO-LUMO gap at 5.0 eV. The largest force on an atom comes out at 5.65 eV Å⁻¹. The spin multiplicity is 1.